1.
This record from OMol25 describes a structure of composition C33H57N3O4RhSi at a distorted geometry. The level of theory is wB97M-V/def2-TZVPD.

Output
Spin multiplicity: 5
Gap between HOMO and LUMO (alpha / beta) (eV): 5.12 / 6.44
Net charge: +1
LUMO level (alpha / beta) (Ha): -0.074 / -0.156

CARTESIAN COORDINATES (ANGSTROEM)
O -0.906 1.181 2.797
O -3.179 1.624 1.979
C -0.417 0.042 3.548
C 0.447 0.349 4.758
H 0.094 -0.612 2.821
H -1.334 -0.467 3.857
H 1.485 0.543 4.489
H 0.476 -0.534 5.402
H 0.067 1.178 5.359
C 0.127 2.176 2.507
C -0.524 3.484 2.827
H 0.395 2.030 1.447
H 1.025 2.032 3.136
H -1.480 3.587 2.334
H 0.113 4.321 2.563
H -0.690 3.589 3.896
C -3.565 2.113 0.671
C -4.276 1.174 2.834
C -2.335 2.517 -0.088
H -4.303 2.909 0.810
H -4.110 1.275 0.190
H -1.739 3.280 0.426
H -2.705 2.953 -1.020
H -1.684 1.659 -0.303
C -4.423 2.147 3.982
H -3.983 0.150 3.089
H -5.149 1.135 2.169
H -3.456 2.292 4.509
H -5.179 1.813 4.711
H -4.780 3.114 3.582
H -2.322 1.877 2.448
N 3.033 -0.571 -0.740
C 3.858 -0.577 -1.785
C 3.420 -0.752 -3.105
C 2.126 -0.579 -3.606
C 5.331 -0.342 -1.526
H 5.696 -0.981 -0.708
H 5.555 0.708 -1.275
H 5.903 -0.579 -2.429
C 1.936 -0.400 -5.092
H 1.417 0.542 -5.328
H 1.367 -1.236 -5.527
H 2.925 -0.379 -5.560
N 1.041 -0.567 -2.836
C 3.353 0.095 0.479
C 3.887 -0.629 1.572
C 4.194 -2.088 1.482
C 4.100 0.024 2.778
H 4.455 -0.570 3.624
C 3.886 1.391 2.914
H 4.071 1.884 3.875
C 3.427 2.123 1.814
H 3.241 3.195 1.916
C 3.178 1.501 0.591
C 2.722 2.319 -0.581
C -0.261 -0.431 -3.383
C -0.974 -1.603 -3.728
C -0.258 -2.909 -3.847
C -2.350 -1.534 -3.927
H -2.892 -2.455 -4.148
C -3.010 -0.307 -3.836
H -4.090 -0.266 -3.964
C -2.292 0.866 -3.605
H -2.790 1.839 -3.593
C -0.911 0.831 -3.426
C -0.149 2.109 -3.267
Rh 1.149 -1.547 -0.914
H 3.334 -2.674 1.830
H 5.050 -2.317 2.131
H 4.424 -2.404 0.459
H 1.956 1.779 -1.151
H 3.548 2.566 -1.268
H 2.287 3.264 -0.229
H -0.994 -3.716 -3.903
H 0.414 -3.102 -2.994
H 0.345 -2.958 -4.765
H 0.717 2.172 -3.940
H 0.192 2.258 -2.234
H -0.813 2.948 -3.511
H 4.202 -0.878 -3.850
C -0.702 -1.485 -0.579
Si -2.130 -2.587 0.028
H -1.133 -0.670 -1.197
H -0.489 -0.998 0.417
C -2.114 -2.691 1.895
C -1.900 -4.121 -0.963
C -3.653 -1.539 -0.294
H -4.455 -2.203 -0.643
H -3.516 -0.746 -1.033
H -4.000 -1.050 0.637
H -1.142 -2.954 2.326
H -2.845 -3.462 2.177
H -2.446 -1.732 2.349
H -1.207 -4.813 -0.459
H -1.482 -3.868 -1.951
H -2.871 -4.615 -1.095
O 1.900 -4.087 -0.590
N 1.406 -3.155 0.074
O 1.128 -3.218 1.287

2.
This record from OMol25 describes the molecule C4H2F2O at a distorted geometry. The level of theory is wB97M-V/def2-TZVPD.

Output
Gap between HOMO and LUMO (alpha / beta) (eV): 9.55 / 6.57
LUMO level (alpha / beta) (Ha): -0.036 / -0.089

CARTESIAN COORDINATES (ANGSTROEM)
C -1.174 1.432 2.472
C -0.951 0.878 1.447
C -0.443 -0.152 -0.013
C -0.759 -1.458 -0.177
O 0.876 0.110 -0.138
F 0.093 -2.431 -0.032
F -1.989 -1.891 -0.093
H -0.853 0.680 -0.484
H 1.442 -0.567 0.383

3.
This record from OMol25 describes a cluster of 2 separate species, C3H11N3O2P2S in total at a distorted geometry. The level of theory is wB97M-V/def2-TZVPD.

Output
Gap between HOMO and LUMO (alpha / beta) (eV): 7.98 / 7.98
LUMO level (alpha / beta) (Ha): -0.021 / -0.021

CARTESIAN COORDINATES (ANGSTROEM)
C 0.221 0.452 -0.109
C -0.562 2.680 -0.715
C -2.357 -1.006 1.434
N 1.294 1.026 0.236
N -0.839 1.290 -0.450
N -0.070 -0.858 -0.263
O -1.445 -2.938 -0.258
O -2.526 -0.913 -1.218
P 3.930 -0.633 -0.849
P 2.971 -0.557 1.025
S -1.692 -1.531 -0.226
H -0.232 2.769 -1.834
H -1.369 3.334 -0.593
H 0.195 2.934 -0.128
H -1.965 -0.135 1.874
H -3.331 -0.709 1.170
H -2.191 -1.876 2.080
H -1.622 0.750 -0.953
H 0.704 -1.525 0.032
H 4.504 -1.884 -0.754
H 2.661 -1.087 -1.249
H 3.720 0.416 1.748

4.
This record from OMol25 describes a cluster of 3 separate species, C3H13NO2S in total at a distorted geometry. The level of theory is wB97M-V/def2-TZVPD.

Output
Gap between HOMO and LUMO (eV): 9.63
LUMO level (Ha): 0.016
Structure (SMILES): C[C@H](N)CS.O.O

CARTESIAN COORDINATES (ANGSTROEM)
C -0.082 -1.045 -1.609
C 0.509 -0.866 -0.180
N 0.603 0.577 0.018
C 1.777 -1.581 0.302
S 1.626 -2.040 2.064
H -0.657 -1.993 -1.702
H -0.689 -0.177 -1.804
H 0.651 -1.107 -2.424
H -0.342 -1.260 0.433
H 1.392 1.045 -0.406
H 0.458 0.901 0.965
H 2.807 -1.209 0.199
H 2.013 -2.515 -0.244
H 1.308 -0.831 2.578
O -3.051 1.537 0.696
H -3.033 1.122 1.577
H -2.740 0.854 0.098
O -0.582 3.146 -0.112
H -0.497 2.392 -0.703
H -1.471 3.048 0.253

5.
This record from OMol25 describes a cluster of 2 separate species, C4H10O3S in total at a distorted geometry. The level of theory is wB97M-V/def2-TZVPD.

Output
Gap between HOMO and LUMO (eV): 9.69
LUMO level (Ha): 0.018
Structure (SMILES): O=C(O)CCCS.O

CARTESIAN COORDINATES (ANGSTROEM)
O 2.605 -0.318 0.062
C 1.494 -0.374 0.544
O 1.289 -0.330 1.849
C 0.238 -0.305 -0.244
C -0.947 0.506 0.421
C -2.129 0.192 -0.409
S -3.641 1.174 0.079
H 2.099 -0.405 2.356
H 0.358 0.109 -1.263
H -0.149 -1.334 -0.441
H -0.546 1.532 0.298
H -0.999 0.225 1.447
H -1.984 0.200 -1.476
H -2.510 -0.830 -0.168
H -4.487 0.972 -0.970
O 4.365 -1.518 -1.827
H 4.957 -0.783 -2.024
H 3.622 -1.125 -1.332

6.
This record from OMol25 describes the molecule C6H11OP at a distorted geometry. The level of theory is wB97M-V/def2-TZVPD.

Output
Spin multiplicity: 3
Gap between HOMO and LUMO (alpha / beta) (eV): 5.24 / 5.75
LUMO level (alpha / beta) (Ha): 0.035 / -0.116

CARTESIAN COORDINATES (ANGSTROEM)
C 2.571 -0.658 -0.718
C -3.283 0.394 -0.614
C 1.307 -0.918 -0.648
C -2.140 0.199 0.063
C 0.406 -0.399 1.562
C 0.377 -0.080 0.132
O -1.011 -0.226 -0.549
P 0.757 1.830 -0.098
H 3.241 -1.449 -1.152
H 3.063 0.276 -0.237
H -4.161 0.514 0.043
H -3.473 -0.126 -1.555
H 0.911 -1.885 -1.069
H -1.931 0.582 1.064
H 1.105 0.265 2.241
H -0.644 -0.350 1.940
H 0.771 -1.495 1.600
H 0.247 2.064 -1.335
H 1.886 1.464 -0.670

7.
This record from OMol25 describes a cluster of 2 separate species, C2HN4S in total at a distorted geometry. The level of theory is wB97M-V/def2-TZVPD.

Output
Gap between HOMO and LUMO (alpha / beta) (eV): 7.33 / 7.52
Net charge: -1
LUMO level (alpha / beta) (Ha): 0.098 / 0.098

CARTESIAN COORDINATES (ANGSTROEM)
C -0.363 -0.462 0.064
C 1.599 1.536 0.105
N -1.590 -0.020 -0.139
N -0.175 -1.765 0.014
N -2.233 -1.151 -0.324
N -1.397 -2.180 -0.234
S 1.944 2.532 1.300
H 2.215 1.510 -0.786

8.
This record from OMol25 describes a structure of composition C5H15BrCuN3O2 at a distorted geometry. The level of theory is wB97M-V/def2-TZVPD.

Output
Spin multiplicity: 2
Gap between HOMO and LUMO (alpha / beta) (eV): 7.38 / 5.41
Net charge: +1
LUMO level (alpha / beta) (Ha): -0.188 / -0.259

CARTESIAN COORDINATES (ANGSTROEM)
Cu -1.247 -3.696 0.200
Br -1.659 -1.882 0.007
C -1.928 1.472 0.107
O -1.231 1.649 -0.945
N -2.385 2.471 0.829
N -2.342 0.321 0.501
H -2.057 3.359 0.477
H -2.632 2.356 1.802
H -2.062 -0.395 -0.153
H -2.731 0.177 1.422
C 1.603 -1.592 1.122
C 0.849 -0.274 0.923
C 0.875 0.086 -0.600
O 2.234 0.022 -1.095
C 2.432 0.444 -2.474
N -0.504 -0.463 1.434
H 1.557 -1.821 2.187
H 2.613 -1.626 0.715
H 1.149 -2.425 0.584
H 1.350 0.534 1.456
H 0.378 1.042 -0.762
H 0.259 -0.641 -1.130
H 3.441 0.231 -2.826
H 2.104 1.476 -2.599
H 1.761 -0.111 -3.130
H -1.008 0.388 1.227
H -0.819 -1.102 0.718

Relative energy (zero: lowest compared OMol25 entry of this formula, charge and spin)? In order: 3.093 8.147 1.268 0.872 0.443 3.692 4.707 9.533 eV.
E? In order: -2156.38560 -428.25444 -1516.39997 -725.48933 -782.31750 -651.48350 -693.86363 -4728.08413 hartree.